DFT (wB97M-V/def2-TZVPD) results for C42H40AsF6N5O4PPt as an isolated structure.

```
100
Properties=species:S:1:pos:R:3:forces:R:3:mulliken_spin:R:1
Pt -0.384988 -0.063883 0.283763 -0.67 0.27 0.06 1.013
C 5.641841 1.778197 -1.893715 0.05 0.00 0.03 0.001
C 4.322713 1.911467 -1.076713 -0.20 0.09 -0.03 0.000
C 4.456159 3.344343 -0.588888 -0.03 -0.04 -0.18 0.004
C 4.224710 3.871044 0.629806 0.03 -0.19 0.28 0.004
C 3.348656 3.343380 1.626478 0.12 0.29 -0.07 0.005
C 2.630934 2.161022 1.669952 -0.01 -0.02 0.08 -0.008
C 1.441510 2.049655 2.592091 0.04 0.00 -0.08 -0.002
C 3.004031 1.072306 0.890101 0.19 -0.09 -0.18 0.006
N 2.159867 0.022197 0.840204 0.04 0.01 0.13 0.007
C 2.650313 -1.161539 0.677718 -0.46 -0.17 -0.07 0.036
O 3.930539 -1.441362 0.686398 0.20 0.15 -0.05 -0.001
C 1.719578 -2.284975 0.493623 0.03 0.30 0.09 -0.036
C 2.149295 -3.589810 0.521197 -0.09 -0.28 0.01 0.001
C 1.206377 -4.611420 0.376994 0.23 0.04 0.02 -0.005
C -0.112686 -4.273004 0.200455 -0.19 0.05 0.00 0.002
C -0.461969 -2.924648 0.157294 0.04 -0.09 -0.05 -0.005
N 0.424062 -1.959472 0.294769 0.62 -0.24 -0.03 0.053
C -1.872076 -2.500340 -0.079796 -0.35 -0.19 -0.17 0.014
O -2.730088 -3.341171 -0.225012 -0.03 0.03 0.03 -0.030
N -2.044416 -1.153955 -0.216102 0.20 0.08 -0.12 -0.061
C -3.319497 -0.612287 -0.314858 -0.17 -0.22 0.20 -0.088
C -4.279637 -0.846456 0.706914 0.13 -0.01 0.03 -0.031
C -3.971862 -1.615996 1.959502 0.01 -0.02 -0.07 0.000
C -5.569591 -0.401593 0.496515 0.00 -0.02 0.00 0.023
C -5.917249 0.234492 -0.686477 -0.16 0.03 0.03 -0.080
C -4.977777 0.450387 -1.680374 0.09 0.19 -0.03 0.028
C -3.668120 0.053069 -1.507909 0.07 0.16 -0.15 -0.059
C -2.663439 0.289209 -2.596307 0.00 -0.04 0.04 -0.019
H 5.554310 2.390115 -2.790611 0.02 0.02 0.01 0.000
H 5.877790 0.766426 -2.198192 -0.04 0.07 0.00 0.000
H 6.479021 2.161041 -1.306965 -0.01 -0.02 0.01 0.000
H 4.913328 4.009421 -1.311509 0.04 -0.04 0.02 -0.001
H 4.545310 4.891779 0.792157 0.04 -0.03 0.03 0.001
H 3.095348 4.057387 2.404799 0.00 0.01 -0.02 -0.001
H 1.392820 2.916219 3.248495 0.01 -0.01 0.03 -0.001
H 1.475636 1.145328 3.199431 0.02 0.00 -0.03 0.002
H 0.512612 2.042208 2.015802 0.00 0.01 -0.03 0.017
H 3.198495 -3.802614 0.665315 0.00 0.00 0.00 0.001
H 1.512731 -5.648166 0.404160 0.01 0.01 0.01 0.000
H -0.901770 -5.003792 0.085800 -0.01 0.02 0.00 0.001
H -2.925577 -1.549843 2.243917 -0.04 -0.05 -0.02 -0.001
H -4.195891 -2.673463 1.809003 -0.04 0.00 -0.03 -0.004
H -4.590409 -1.256457 2.780920 0.03 0.01 0.00 -0.002
H -6.321742 -0.575139 1.255607 0.01 0.01 0.00 -0.001
H -6.937437 0.565452 -0.833318 0.02 0.01 0.00 0.001
H -5.259922 0.968888 -2.586841 -0.01 -0.03 -0.02 -0.002
H -3.049459 1.012415 -3.312827 -0.02 -0.04 -0.02 0.001
H -2.456209 -0.645868 -3.126338 0.03 0.02 0.00 -0.004
H -1.719861 0.680880 -2.216877 -0.02 0.03 0.10 0.010
O 0.411661 1.571546 -0.881629 0.52 0.38 -0.27 0.023
As 1.366758 2.513901 -1.902758 -0.38 -0.40 0.29 -0.003
C 1.785293 4.265056 -1.304394 -0.20 0.17 0.02 0.011
C 2.640475 5.005483 -2.120921 -0.10 0.03 0.05 0.000
C 3.026679 6.280550 -1.729482 -0.01 0.03 0.04 0.000
C 2.564368 6.798454 -0.526557 0.03 0.02 -0.03 -0.001
C 1.714512 6.051518 0.281668 -0.05 -0.05 0.02 -0.001
C 1.316704 4.777724 -0.103856 0.03 0.17 -0.21 0.006
C 3.081094 1.585592 -1.947466 0.23 -0.01 0.06 -0.004
C 2.968453 0.414849 -2.581056 0.17 -0.17 -0.01 -0.009
C 3.885991 -0.729576 -2.542501 -0.07 0.12 -0.13 0.001
C 4.656045 -1.087484 -1.522070 -0.06 -0.06 0.12 -0.002
C 4.729242 -0.489880 -0.138540 -0.05 -0.08 0.07 0.000
C 4.326371 0.977537 0.157983 -0.13 0.01 0.00 -0.002
C 0.522860 2.626204 -3.607181 -0.11 -0.06 -0.12 0.002
C 0.234463 3.880780 -4.136312 0.03 -0.01 -0.03 0.000
C -0.483890 3.978845 -5.319587 0.02 0.00 -0.01 0.000
C -0.915668 2.833772 -5.969888 0.00 -0.01 0.02 0.000
C -0.650252 1.581365 -5.428653 0.01 0.03 -0.03 -0.002
C 0.057081 1.473382 -4.244209 -0.01 0.05 0.03 -0.003
H 2.996494 4.605654 -3.065784 -0.01 -0.01 0.00 0.001
H 3.675784 6.869590 -2.364041 -0.01 0.00 0.00 0.000
H 2.855545 7.796147 -0.224724 0.00 0.00 0.00 0.000
H 1.339451 6.469754 1.207129 0.00 0.01 -0.01 0.000
H 0.649957 4.206155 0.516769 -0.24 -0.13 0.07 -0.005
H 2.090206 0.245695 -3.193308 -0.01 -0.02 -0.01 0.006
H 3.905612 -1.351861 -3.430761 0.00 0.01 0.00 0.000
H 5.271184 -1.974187 -1.629214 -0.02 -0.01 0.02 0.000
H 5.734558 -0.645791 0.240628 0.02 0.01 0.03 0.000
H 5.071735 1.378458 0.851623 0.07 0.01 -0.04 -0.001
H 0.541932 4.785162 -3.630053 -0.01 0.00 0.02 0.000
H -0.712884 4.954703 -5.725586 0.00 0.00 0.00 0.000
H -1.476679 2.915674 -6.891180 0.01 0.00 0.00 0.000
H -1.008015 0.688344 -5.923676 0.00 0.00 0.01 0.000
H 0.190203 0.491022 -3.810337 0.03 0.01 0.04 0.002
F -2.063861 1.738261 0.379302 0.11 -0.11 -0.14 0.042
P -2.465270 3.432552 0.458778 -0.06 0.13 0.23 0.001
F -1.458433 3.665085 -0.760986 0.32 0.14 -0.10 0.002
F -2.773538 4.976163 0.620471 0.06 -0.20 -0.08 0.000
F -3.641760 3.182046 -0.570340 -0.08 -0.16 0.00 0.001
F -1.220238 3.528947 1.513232 0.13 0.10 -0.08 0.000
F -3.424321 3.028786 1.683900 -0.09 0.00 0.09 0.001
N -1.048844 -0.438460 4.562433 0.08 -0.01 0.02 0.006
C -1.320564 -0.053839 3.301493 -0.09 -0.04 0.06 0.003
N -2.162355 0.950096 3.104479 0.09 -0.03 -0.01 -0.002
O -0.763571 -0.693331 2.356074 0.11 0.09 0.21 0.124
H -1.559731 -0.076319 5.348557 -0.02 -0.02 -0.01 0.001
H -0.490589 -1.263683 4.693421 -0.02 0.01 0.00 -0.001
H -2.565493 1.470087 3.865246 0.00 0.00 -0.01 -0.001
H -2.383467 1.256597 2.165817 0.00 0.04 0.01 0.009
```
Positions in Å, forces in eV/Å.

LUMO level (spin up / spin down), eV: -7.95 / -7.93
ΔE to the lowest compared entry with this formula, charge and spin, eV: 2.049
E_HOMO (spin up / spin down), eV: -12.89 / -13.08
Max |F|, eV Å⁻¹: 0.7
<S²>: 0.95
Spin multiplicity: 2
Net charge: +2

***

DFT (wB97M-V/def2-TZVPD) results for a 2-piece molecular cluster, C42H40BF5N2O5 overall.

```
95
Properties=species:S:1:pos:R:3:forces:R:3:lowdin_charge:R:1
C -5.423899 -1.356092 1.981043 -0.90 -0.20 -0.32 0.006
C -3.991945 -1.199351 2.157659 1.61 0.51 -0.08 -0.280
C -3.004871 -2.183960 2.077468 0.02 0.22 0.71 -0.004
C -1.800989 -1.577644 2.334849 0.10 0.59 -1.24 0.116
C -2.012413 -0.080692 2.267784 0.69 -0.84 3.55 -0.378
B -1.926569 0.297941 -3.009911 0.46 0.59 -0.29 -0.106
C -1.263172 0.754704 3.268678 -0.93 0.97 2.64 -0.168
C -1.511809 2.038831 3.700866 -0.09 -0.56 0.29 -0.018
C -0.270313 2.569185 4.151708 0.89 -0.61 -0.10 -0.015
C 0.674231 1.574968 4.011946 -2.43 1.03 -0.43 -0.330
C 2.117484 1.566231 3.987351 1.39 -0.09 0.54 -0.023
O 0.048018 0.436049 3.569067 -0.59 -0.22 -0.88 0.047
C -1.653397 -1.042000 -2.422429 1.08 -1.58 0.80 -0.144
C -2.315276 -1.958019 -1.601541 0.37 0.86 -0.94 -0.008
C -1.543804 -3.134765 -1.562706 0.48 0.15 -0.43 -0.030
C -0.399624 -2.886077 -2.297041 -1.58 1.56 0.39 -0.345
C 0.797684 -3.661504 -2.507162 0.56 -1.12 -0.32 -0.011
O -0.427748 -1.629133 -2.824847 -1.06 -1.01 1.06 0.035
C -3.332768 0.752591 -3.065458 -1.59 1.60 1.23 -0.175
C -4.020692 1.655557 -3.835571 0.40 -0.56 0.29 -0.012
C -5.291243 1.852343 -3.235810 0.04 -0.22 0.53 -0.015
C -5.262284 1.187394 -2.026252 1.42 -0.01 -1.81 -0.324
C -6.208994 1.227095 -0.926357 -1.20 0.10 0.59 -0.017
O -4.092253 0.492636 -1.903907 -1.00 0.31 -0.98 0.027
O -3.467915 0.034161 2.331981 -0.73 -0.99 -0.19 0.112
H -5.912563 -1.575470 2.941314 0.02 0.30 -0.17 0.106
H -5.847851 -0.458211 1.523154 -0.10 -0.18 0.33 0.070
H -5.625053 -2.220500 1.333318 0.04 0.24 0.11 0.103
H -3.162792 -3.234414 1.874388 -0.17 0.11 0.20 0.123
H -0.833176 -2.013683 2.555636 -0.15 0.03 -0.46 0.133
H -2.463894 2.554276 3.734783 0.15 -0.16 -0.33 0.122
H -0.084133 3.595618 4.445666 0.05 -0.24 0.02 0.113
H 2.490810 2.592765 4.024686 -0.02 -0.13 0.04 0.094
H 2.493775 1.040356 4.869664 0.35 -0.06 -0.14 0.087
H 2.527406 1.087533 3.083465 -0.21 0.08 0.27 0.076
H -3.227790 -1.761098 -1.050028 0.08 -0.03 -0.36 0.111
H -1.834690 -4.066742 -1.099463 0.29 0.07 0.11 0.113
H 0.479777 -4.623027 -2.919131 0.41 -0.02 -0.29 0.099
H 1.473701 -3.126487 -3.178877 0.03 -0.32 0.10 0.106
H 1.282568 -3.909679 -1.558617 0.09 0.15 -0.15 0.074
H -3.571397 2.147291 -4.691057 -0.37 -0.19 -0.02 0.119
H -6.121528 2.401849 -3.658510 0.11 0.10 0.28 0.111
H -7.188888 0.940289 -1.322550 -0.03 0.03 0.20 0.096
H -5.983563 0.551901 -0.097224 0.17 0.25 -0.30 0.056
H -6.309612 2.263824 -0.569518 0.06 -0.39 0.17 0.098
C 4.120584 1.540112 -2.540337 0.03 0.19 0.02 -0.015
N 3.283191 0.525267 -1.926440 0.63 -0.70 0.03 -0.023
C 3.805912 -0.707991 -1.644347 -0.05 0.40 -0.59 -0.367
O 4.863691 -1.143549 -2.086742 -0.77 0.20 0.61 0.081
C 2.802438 -1.421065 -0.727887 0.00 0.05 -0.94 -0.168
C 3.405200 -1.718920 0.640929 -0.18 0.23 0.43 -0.038
C 4.628383 -2.579400 0.534327 0.28 -0.40 0.29 -0.079
C 5.890198 -2.084228 0.863021 -0.16 0.30 -0.16 -0.135
F 5.993945 -0.809237 1.325146 0.08 -0.82 -0.30 0.091
C 7.047616 -2.832211 0.687310 0.16 0.02 0.11 -0.116
F 8.251119 -2.317070 1.006188 -0.63 -0.31 -0.22 0.114
C 6.949007 -4.128458 0.180375 0.12 -0.03 -0.06 -0.114
F 8.060990 -4.857609 -0.018594 -0.55 0.34 0.12 0.119
C 5.697820 -4.667852 -0.121257 0.02 -0.14 -0.03 -0.117
F 5.600546 -5.919539 -0.611552 0.08 0.63 0.32 0.112
C 4.558502 -3.900453 0.092547 -0.07 -0.01 -0.04 -0.127
F 3.340766 -4.465182 -0.149460 0.75 0.39 0.05 0.086
N 1.681571 -0.493201 -0.693167 0.93 -0.17 0.16 0.011
C 0.480376 -0.778647 -0.095687 -0.74 0.08 1.46 -0.062
C -0.122553 0.107306 0.763645 1.72 -0.46 -0.25 -0.075
C -1.465938 0.503899 1.113503 -0.58 0.31 -3.38 -0.112
C -1.848957 1.927340 0.793411 0.20 -0.18 -0.57 -0.144
C -3.126041 2.435899 0.462553 0.29 -0.22 -0.17 -0.019
C -3.328331 3.811274 0.280202 0.27 0.15 0.39 -0.076
C -2.288951 4.729705 0.517736 -0.08 -0.30 -0.08 -0.096
C -1.009461 4.237553 0.789190 -0.30 -0.17 0.00 -0.077
C -0.803197 2.865193 0.861438 0.18 0.26 -0.02 -0.058
C 2.095025 0.852692 -1.145180 -0.03 0.20 0.70 -0.448
C 2.490393 1.757484 0.035414 0.14 0.18 -0.11 0.002
C 1.034009 1.533197 -2.004376 0.29 -0.27 -0.10 0.002
H 4.660499 1.106273 -3.390981 -0.24 0.09 0.24 0.097
H 3.478273 2.360275 -2.879252 0.26 -0.18 -0.03 0.086
H 4.872181 1.941236 -1.835013 -0.31 -0.16 -0.19 0.102
H 2.531599 -2.362024 -1.222313 -0.03 0.19 0.19 0.123
H 3.669004 -0.760900 1.113327 -0.13 -0.41 0.02 0.119
H 2.625017 -2.207477 1.247063 0.29 0.15 -0.07 0.140
H 0.150542 -1.822535 -0.136550 -0.36 0.30 -1.07 0.121
H 0.630088 0.557792 1.419839 0.05 0.77 -0.88 0.095
H -1.140371 1.099887 -3.412071 0.10 -0.65 -0.49 0.090
H -3.928714 1.725910 0.253106 0.27 0.35 0.29 0.082
H -4.312430 4.187701 -0.019600 0.33 -0.21 0.16 0.098
H -2.457470 5.808476 0.483770 -0.06 -0.37 -0.12 0.096
H -0.164091 4.902890 0.992729 -0.36 -0.13 -0.23 0.107
H 0.216350 2.517506 1.008347 -0.54 0.20 0.20 0.080
H 3.437004 1.430108 0.484442 -0.08 0.16 -0.16 0.091
H 2.556830 2.798150 -0.306477 0.24 -0.16 0.18 0.097
H 1.720676 1.696032 0.798733 0.38 0.18 -0.20 0.028
H 0.849963 0.928306 -2.900043 0.00 0.13 0.33 0.079
H 0.111740 1.655397 -1.425655 0.20 0.05 -0.22 0.077
H 1.408874 2.517846 -2.317845 -0.25 -0.19 0.15 0.089
```
Positions in Å, forces in eV/Å.

LUMO level, eV: -1.12
ΔE to the lowest compared entry with this formula, charge and spin, eV: 2.625
E_HOMO, eV: -5.73
Max |F|, eV Å⁻¹: 3.7